The following is a quantum chemistry calculation of a cluster of 5 separate species, C13H36O13S4 in total at a distorted geometry, from the OMol25 dataset.

```
! RIJCOSX wB97M-V def2-TZVPD def2/J DEFGRID3
* xyz 0 1
O 5.559 2.660 -0.720
S 4.805 2.550 -1.935
O 4.983 1.425 -2.806
O 3.229 2.565 -1.568
C 2.752 3.683 -0.788
C 1.507 3.178 -0.075
C 4.924 4.038 -2.957
H 2.460 4.407 -1.556
H 3.488 4.112 -0.108
H 1.676 2.212 0.404
H 0.768 3.010 -0.861
H 1.082 3.839 0.679
H 4.068 4.003 -3.626
H 5.891 3.956 -3.443
H 4.809 4.944 -2.367
O 0.372 -3.653 1.999
S 0.678 -3.775 0.601
O 1.938 -3.283 0.116
O 0.520 -5.342 0.185
C 0.865 -5.734 -1.152
C 0.550 -7.205 -1.305
C -0.690 -3.124 -0.349
H 1.933 -5.534 -1.264
H 0.324 -5.147 -1.900
H -0.513 -7.383 -1.156
H 1.144 -7.794 -0.608
H 0.845 -7.516 -2.308
H -0.928 -2.143 0.062
H -1.525 -3.815 -0.291
H -0.367 -2.970 -1.377
O -2.462 3.052 -4.439
S -2.973 1.745 -4.120
O -3.818 0.998 -5.038
O -1.760 0.746 -3.804
C -0.638 1.311 -3.103
C 0.232 0.234 -2.448
C -3.847 1.762 -2.527
H -1.009 1.901 -2.258
H -0.098 1.953 -3.795
H 0.755 0.701 -1.617
H 0.975 -0.187 -3.123
H -0.418 -0.563 -2.088
H -4.851 2.118 -2.745
H -3.379 2.440 -1.819
H -3.860 0.726 -2.203
O -0.146 -0.694 4.111
S -1.247 -1.205 4.878
O -0.983 -2.039 6.032
O -2.229 0.009 5.372
C -2.141 1.240 4.630
C -0.944 2.114 5.015
C -2.421 -2.113 3.855
H -3.078 1.733 4.881
H -2.110 1.027 3.559
H -1.149 2.615 5.959
H -0.611 2.808 4.244
H -0.060 1.490 5.156
H -2.884 -1.473 3.110
H -3.106 -2.557 4.571
H -1.851 -2.895 3.353
C -1.012 1.094 0.974
O -0.384 -0.184 1.124
H -0.665 1.778 1.746
H -0.785 1.453 -0.027
H -2.097 0.947 1.013
H -0.093 -0.250 2.044
*
```

Molar mass: 528.7 g/mol
Strongest force on any atom: 2.00 eV Å⁻¹
Lowest unoccupied orbital energy: 0.12 eV
Energy relative to the best compared isomer or geometry (same formula, charge and spin): 0.0 kJ/mol
Frontier orbital gap: 11.0 eV

Atom charges from the Löwdin analysis, given in e for atoms 1 to 5: -0.275, 0.597, -0.273, -0.277, -0.260